This record from the OMol25 dataset describes C40H109N9O11 as an isolated structure in a non-equilibrium geometry. The level of theory is ωB97M-V/def2-TZVPD.

Atoms and positions in Å:
C (5.73, 1.65, 5.39)
O (4.66, 0.88, 4.78)
C (3.54, 1.67, 4.63)
C (2.44, 0.84, 3.99)
N (2.10, -0.51, 4.56)
C (0.97, -1.18, 3.96)
C (-0.40, -0.52, 4.37)
O (-0.53, 0.67, 3.68)
C (-1.84, 1.17, 3.56)
H (6.66, 1.09, 5.49)
H (5.41, 2.03, 6.36)
H (6.05, 2.48, 4.76)
H (3.78, 2.55, 4.04)
H (3.16, 2.09, 5.56)
H (2.64, 0.68, 2.93)
H (1.59, 1.52, 3.99)
H (2.92, -1.10, 4.49)
H (1.12, -2.18, 4.35)
H (0.93, -1.22, 2.87)
H (-0.50, -0.32, 5.43)
H (-1.20, -1.21, 4.08)
H (-2.24, 1.46, 4.53)
H (-2.51, 0.45, 3.09)
H (-1.81, 2.03, 2.88)
C (-2.35, -2.32, -1.66)
C (-2.65, -3.74, -2.18)
C (-1.89, -3.97, -3.49)
O (-2.23, -5.26, -3.94)
C (-1.48, -5.76, -5.05)
N (-2.13, -4.59, -1.12)
H (-2.34, -1.54, -2.42)
H (-1.33, -2.24, -1.27)
H (-3.04, -1.87, -0.94)
H (-3.73, -3.84, -2.34)
H (-0.83, -3.80, -3.31)
H (-2.25, -3.26, -4.23)
H (-1.82, -6.75, -5.35)
H (-0.46, -5.96, -4.74)
H (-1.48, -5.32, -6.05)
H (-2.07, -5.50, -1.54)
H (-1.15, -4.38, -1.01)
C (-0.09, -1.15, -1.07)
C (0.79, -0.88, 0.22)
C (0.26, 0.39, 1.00)
O (0.45, 1.51, 0.18)
C (-0.12, 2.69, 0.73)
N (0.73, -2.01, 1.14)
H (-1.08, -1.44, -0.71)
H (0.27, -1.98, -1.67)
H (-0.09, -0.29, -1.74)
H (1.83, -0.82, -0.10)
H (0.62, 0.60, 2.00)
H (-0.81, 0.24, 1.19)
H (0.40, 2.99, 1.64)
H (-1.17, 2.61, 1.02)
H (-0.05, 3.52, 0.03)
H (1.46, -2.62, 0.80)
H (1.12, -1.73, 2.03)
C (-2.27, 2.25, -1.96)
C (-3.35, 2.96, -1.06)
C (-3.02, 4.46, -0.85)
O (-1.87, 4.66, 0.01)
C (-2.03, 4.40, 1.36)
N (-4.57, 3.00, -1.84)
H (-2.42, 1.18, -2.15)
H (-1.26, 2.29, -1.55)
H (-2.23, 2.78, -2.91)
H (-3.46, 2.48, -0.09)
H (-3.84, 4.96, -0.33)
H (-2.83, 4.87, -1.84)
H (-2.80, 5.07, 1.74)
H (-1.09, 4.57, 1.89)
H (-2.28, 3.34, 1.50)
H (-5.04, 2.13, -2.06)
H (-5.32, 3.51, -1.40)
C (0.77, -2.44, -3.90)
C (1.67, -3.44, -3.15)
C (0.93, -4.66, -2.50)
O (0.06, -4.27, -1.40)
C (0.76, -4.22, -0.14)
N (2.64, -3.95, -4.13)
H (0.02, -1.93, -3.29)
H (0.24, -2.91, -4.72)
H (1.33, -1.66, -4.42)
H (2.28, -2.94, -2.39)
H (1.61, -5.42, -2.13)
H (0.34, -5.12, -3.29)
H (0.97, -5.21, 0.27)
H (0.18, -3.72, 0.63)
H (1.73, -3.78, -0.33)
H (3.14, -4.77, -3.80)
H (2.16, -4.35, -4.92)
C (1.82, 5.49, -1.07)
C (0.44, 5.31, -0.46)
C (0.04, 6.48, 0.44)
O (0.81, 6.50, 1.61)
C (0.44, 7.54, 2.54)
N (-0.53, 5.11, -1.49)
H (2.00, 4.75, -1.85)
H (2.51, 5.25, -0.26)
H (1.95, 6.53, -1.39)
H (0.45, 4.38, 0.11)
H (-0.99, 6.27, 0.75)
H (0.09, 7.40, -0.13)
H (0.68, 8.53, 2.15)
H (0.89, 7.34, 3.51)
H (-0.62, 7.46, 2.79)
H (-0.23, 4.24, -1.91)
H (-1.37, 4.93, -0.97)
C (-3.44, 0.41, -5.48)
C (-1.98, -0.02, -5.58)
C (-1.49, -0.90, -4.38)
O (-0.08, -0.98, -4.11)
C (0.51, 0.28, -3.48)
N (-1.66, -0.71, -6.78)
H (-3.65, 0.96, -4.56)
H (-4.07, -0.48, -5.48)
H (-3.72, 0.96, -6.37)
H (-1.43, 0.92, -5.55)
H (-1.97, -1.88, -4.37)
H (-1.97, -0.44, -3.52)
H (0.10, 1.18, -3.95)
H (1.59, 0.34, -3.45)
H (0.16, 0.31, -2.45)
H (-0.67, -0.77, -6.97)
H (-2.03, -1.64, -6.83)
C (0.78, 3.84, 3.42)
C (2.17, 4.28, 2.96)
C (2.79, 3.61, 1.77)
O (3.07, 2.19, 1.97)
C (3.31, 1.53, 0.74)
N (2.21, 5.73, 2.91)
H (0.46, 4.11, 4.42)
H (0.77, 2.75, 3.44)
H (0.04, 4.23, 2.72)
H (2.81, 3.94, 3.78)
H (3.70, 4.14, 1.48)
H (2.21, 3.73, 0.86)
H (2.56, 1.78, 0.00)
H (3.34, 0.46, 0.94)
H (4.33, 1.83, 0.49)
H (3.07, 5.96, 2.45)
H (1.44, 6.07, 2.35)
C (-1.64, -2.01, 2.12)
C (-1.92, -3.12, 1.04)
C (-1.37, -4.54, 1.44)
O (-1.70, -5.48, 0.39)
C (-1.07, -6.75, 0.42)
N (-3.35, -3.23, 0.92)
H (-0.63, -2.16, 2.49)
H (-2.28, -2.10, 3.00)
H (-1.79, -1.06, 1.61)
H (-1.52, -2.95, 0.04)
H (-1.79, -4.94, 2.36)
H (-0.28, -4.45, 1.49)
H (-0.05, -6.62, 0.07)
H (-1.56, -7.42, -0.29)
H (-1.10, -7.28, 1.37)
H (-3.66, -2.29, 0.76)
H (-3.79, -3.35, 1.82)
C (1.94, -3.53, 2.65)
C (2.97, -3.70, 1.62)
O (2.59, -3.08, 0.42)
H (1.78, -2.47, 2.84)
H (2.09, -4.06, 3.59)
H (1.02, -3.95, 2.25)
H (3.05, -4.76, 1.40)
H (3.99, -3.45, 1.90)
H (3.34, -3.12, -0.18)

Its multiplicity is 1. The total energy is -2908.25479 Eh. The HOMO-LUMO gap is 5.82 eV. The value obtained for the energy above the lowest of the compared OMol25 structures with the same formula, charge and spin is 38.2278 eV.

These are the Löwdin partial charges, in e, on atoms 1 to 8: number 1, C, carries -0.08; number 2, O, carries -0.16; number 3, C, carries -0.25; number 4, C, carries -0.16; number 5, N, carries -0.01; number 6, C, carries -0.21; number 7, C, carries -0.19; number 8, O, carries -0.24

---

This record from the OMol25 dataset describes C4H4O as an isolated structure in a non-equilibrium geometry. The level of theory is ωB97M-V/def2-TZVPD.

Atoms and positions in Å:
C (1.97, 1.70, -0.01)
C (0.53, 0.86, -2.57)
C (0.92, 0.70, -0.01)
C (-0.09, 0.54, -0.98)
O (2.31, 0.51, 0.04)
H (0.41, 0.34, 1.01)
H (-1.13, 0.71, -0.46)
H (-0.23, -0.51, -1.38)
H (-0.80, 0.62, -2.88)

Its multiplicity is 1. The total energy is -229.68028 Eh. The HOMO-LUMO gap is 8.54 eV. The value obtained for the energy above the lowest of the compared OMol25 structures with the same formula, charge and spin is 9.4607 eV.

These are the natural (NBO) partial charges, in e, on atoms 1 to 8: number 1, C, carries 0.33; number 2, C, carries 0.01; number 3, C, carries -0.14; number 4, C, carries -0.60; number 5, O, carries -0.38; number 6, H, carries 0.17; number 7, H, carries 0.27; number 8, H, carries 0.25

---

This record from the OMol25 dataset describes C22H30Cl2N2O4S5Tb as an isolated structure in a non-equilibrium geometry. The level of theory is ωB97M-V/def2-TZVPD.

Atoms and positions in Å:
Tb (0.36, 0.00, 0.11)
C (1.03, -3.67, -1.67)
C (-0.42, -3.56, -2.13)
S (-1.06, -1.86, -2.12)
C (-2.79, -2.24, -1.73)
C (-3.57, -0.97, -1.42)
S (-2.84, 0.09, -0.17)
C (-3.45, -0.54, 1.40)
C (-2.91, -1.90, 1.84)
S (-1.11, -1.93, 2.01)
C (-0.81, -3.62, 1.43)
C (0.66, -3.91, 1.15)
S (1.46, -2.88, -0.11)
H (1.69, -3.21, -2.40)
H (1.31, -4.72, -1.61)
H (-1.07, -4.16, -1.49)
H (-0.50, -3.97, -3.14)
H (-2.81, -2.93, -0.89)
H (-3.24, -2.75, -2.59)
H (-4.59, -1.22, -1.14)
H (-3.64, -0.35, -2.32)
H (-4.54, -0.57, 1.38)
H (-3.16, 0.23, 2.12)
H (-3.21, -2.67, 1.13)
H (-3.35, -2.16, 2.80)
H (-1.40, -3.77, 0.53)
H (-1.16, -4.33, 2.18)
H (0.78, -4.95, 0.86)
H (1.25, -3.74, 2.05)
Cl (-3.31, 6.62, 1.00)
C (-2.53, 5.08, 1.08)
C (-2.46, 4.41, 2.30)
C (-1.84, 3.18, 2.40)
Cl (-1.80, 2.36, 3.92)
C (-1.26, 2.56, 1.27)
O (-0.66, 1.42, 1.39)
C (-1.36, 3.25, 0.04)
C (-0.88, 2.70, -1.19)
O (-0.35, 1.60, -1.36)
C (-1.99, 4.51, -0.05)
H (-2.89, 4.85, 3.18)
H (-1.00, 3.34, -2.08)
H (-2.06, 5.02, -1.00)
C (3.60, -1.07, 5.07)
N (3.28, -0.40, 3.81)
C (3.93, 0.74, 3.43)
C (3.65, 1.37, 2.27)
C (2.62, 0.79, 1.47)
O (2.24, 1.30, 0.36)
N (1.98, -0.32, 1.85)
C (2.30, -0.99, 3.00)
O (1.77, -2.02, 3.36)
H (4.42, -0.54, 5.54)
H (3.89, -2.10, 4.88)
H (2.73, -1.07, 5.72)
H (4.67, 1.10, 4.13)
H (4.15, 2.28, 1.97)
C (3.76, -0.54, -1.81)
S (2.08, -0.41, -2.42)
C (2.17, 1.24, -3.15)
H (4.46, -0.55, -2.64)
H (3.85, -1.48, -1.26)
H (3.98, 0.28, -1.13)
H (2.41, 1.97, -2.38)
H (1.20, 1.46, -3.58)
H (2.92, 1.25, -3.93)

Its multiplicity is 7. The total energy is -5002.61881 Eh. As for the net charge: +1. The HOMO-LUMO gap (spin up / spin down) is 7.66 / 7.67 eV. The value obtained for the energy above the lowest of the compared OMol25 structures with the same formula, charge and spin is 0.1231 eV.

These are the Löwdin partial charges, in e, on atoms 1 to 8: number 1, Tb, carries 1.33; number 2, C, carries -0.52; number 3, C, carries -0.49; number 4, S, carries 0.83; number 5, C, carries -0.51; number 6, C, carries -0.50; number 7, S, carries 0.90; number 8, C, carries -0.49

---

This record from the OMol25 dataset describes a 2-piece molecular cluster, C5H14N overall in a non-equilibrium geometry. The level of theory is ωB97M-V/def2-TZVPD.

Atoms and positions in Å:
C (0.35, 2.00, 1.36)
N (-0.26, 1.03, 0.47)
C (-1.04, 1.54, -0.69)
H (0.94, 1.49, 2.13)
H (1.07, 2.62, 0.80)
H (-0.52, 2.59, 1.75)
H (-0.90, 0.42, 0.96)
H (0.33, 0.29, 0.05)
H (-1.96, 1.97, -0.32)
H (-1.34, 0.73, -1.36)
H (-0.47, 2.31, -1.14)
C (-0.66, -2.26, -0.76)
C (0.60, -2.00, 0.01)
C (1.71, -1.29, -0.41)
H (-1.49, -1.75, -0.26)
H (-0.45, -1.97, -1.77)
H (-0.87, -3.35, -0.72)
H (0.65, -2.37, 1.09)
H (2.50, -0.94, 0.29)
H (1.81, -1.05, -1.48)

Its multiplicity is 1. The total energy is -253.36603 Eh. As for the net charge: +1. The HOMO-LUMO gap is 10.53 eV. The value obtained for the energy above the lowest of the compared OMol25 structures with the same formula, charge and spin is 1.4211 eV.

These are the natural (NBO) partial charges, in e, on atoms 1 to 8: number 1, C, carries -0.43; number 2, N, carries -0.52; number 3, C, carries -0.42; number 4, H, carries 0.25; number 5, H, carries 0.24; number 6, H, carries 0.24; number 7, H, carries 0.42; number 8, H, carries 0.47

---

This record from the OMol25 dataset describes the molecule C8H14N2O2S in a non-equilibrium geometry. The level of theory is ωB97M-V/def2-TZVPD.

Atoms and positions in Å:
C (0.80, -2.20, -2.28)
C (0.98, -1.84, 0.11)
C (0.07, -0.85, -2.14)
C (0.92, 0.27, -2.69)
C (1.06, 0.95, 1.12)
C (-1.35, 0.89, 0.50)
C (-0.73, -0.57, 2.29)
C (-0.21, 0.01, 0.90)
N (1.27, -2.55, -1.05)
N (-0.08, -1.08, -0.01)
O (0.99, -2.78, -3.31)
O (1.75, -1.98, 1.08)
S (-1.66, -0.81, -2.66)
H (0.58, 1.34, -2.47)
H (0.85, 0.31, -3.78)
H (1.98, 0.13, -2.32)
H (1.87, 0.47, 1.75)
H (1.48, 1.02, 0.09)
H (0.58, 1.87, 1.50)
H (-2.13, 0.26, 0.04)
H (-1.04, 1.69, -0.20)
H (-1.87, 1.41, 1.32)
H (-0.11, -1.43, 2.67)
H (-0.89, 0.33, 2.92)
H (-1.76, -0.99, 2.02)
H (1.83, -3.42, -1.02)
H (-1.96, -2.14, -2.26)

Its multiplicity is 1. The total energy is -971.35311 Eh. The HOMO-LUMO gap is 8.72 eV. The value obtained for the energy above the lowest of the compared OMol25 structures with the same formula, charge and spin is 2.5469 eV.

These are the natural (NBO) partial charges, in e, on atoms 1 to 8: number 1, C, carries 0.61; number 2, C, carries 0.75; number 3, C, carries 0.04; number 4, C, carries -0.71; number 5, C, carries -0.63; number 6, C, carries -0.62; number 7, C, carries -0.60; number 8, C, carries 0.10

---

This record from the OMol25 dataset describes a 15-piece molecular cluster, C37H110N8O21 overall in a non-equilibrium geometry. The level of theory is ωB97M-V/def2-TZVPD.

Atoms and positions in Å:
C (1.06, -4.84, -4.24)
O (0.99, -5.87, -3.59)
N (0.75, -3.62, -3.81)
N (1.55, -4.75, -5.40)
H (0.40, -3.53, -2.86)
H (0.70, -2.85, -4.47)
H (1.78, -5.52, -6.01)
H (1.57, -3.86, -5.88)
C (3.66, 0.40, -2.74)
O (3.48, 1.45, -1.77)
C (2.13, 1.73, -1.30)
C (2.18, 3.13, -0.62)
N (2.44, 4.14, -1.67)
C (2.47, 5.52, -1.10)
C (1.15, 6.11, -0.63)
O (0.09, 6.06, -1.60)
C (-1.10, 6.28, -0.96)
H (3.62, 0.94, -3.69)
H (2.98, -0.44, -2.68)
H (4.72, 0.14, -2.64)
H (1.76, 0.97, -0.62)
H (1.41, 1.59, -2.11)
H (3.06, 3.11, 0.03)
H (1.32, 3.34, 0.01)
H (3.38, 3.91, -1.96)
H (2.79, 6.13, -1.94)
H (3.22, 5.53, -0.32)
H (1.20, 7.17, -0.38)
H (0.97, 5.49, 0.25)
H (-1.92, 6.33, -1.68)
H (-1.07, 7.29, -0.55)
H (-1.38, 5.58, -0.17)
C (-1.93, -0.55, -3.46)
O (-3.11, -0.06, -2.81)
C (-4.15, -1.09, -2.69)
C (-5.50, -0.52, -3.20)
N (-5.86, 0.57, -2.28)
C (-6.91, 1.49, -2.74)
C (-8.34, 0.90, -2.76)
O (-8.42, -0.12, -3.83)
C (-8.53, 0.35, -5.17)
H (-1.64, -1.57, -3.19)
H (-1.05, 0.10, -3.40)
H (-2.14, -0.45, -4.52)
H (-4.14, -1.29, -1.62)
H (-3.91, -2.00, -3.24)
H (-6.31, -1.24, -3.10)
H (-5.45, -0.14, -4.23)
H (-4.99, 1.05, -2.09)
H (-6.67, 1.91, -3.71)
H (-7.02, 2.31, -2.03)
H (-9.02, 1.73, -2.99)
H (-8.58, 0.56, -1.76)
H (-7.65, 0.91, -5.49)
H (-9.38, 1.03, -5.25)
H (-8.61, -0.56, -5.77)
C (1.43, -3.62, 1.60)
O (0.84, -2.27, 1.53)
C (0.49, -1.91, 0.24)
C (-0.59, -0.80, 0.34)
N (-1.86, -1.45, 0.71)
C (-2.89, -0.40, 0.81)
C (-2.83, 0.56, 2.08)
O (-1.64, 1.39, 2.16)
C (-1.69, 2.43, 1.24)
H (2.43, -3.55, 1.17)
H (0.83, -4.44, 1.21)
H (1.48, -3.81, 2.68)
H (0.11, -2.73, -0.38)
H (1.37, -1.51, -0.27)
H (-0.66, -0.32, -0.63)
H (-0.18, -0.05, 1.02)
H (-1.65, -1.81, 1.63)
H (-3.91, -0.77, 0.95)
H (-3.02, 0.09, -0.16)
H (-2.82, -0.10, 2.95)
H (-3.69, 1.23, 2.18)
H (-2.58, 3.06, 1.31)
H (-1.48, 2.02, 0.25)
H (-0.90, 3.17, 1.29)
C (-2.31, -4.42, 2.43)
O (-1.33, -3.73, 3.16)
C (-1.81, -2.97, 4.22)
C (-0.63, -2.35, 4.91)
N (0.26, -1.51, 4.08)
C (1.35, -1.03, 4.89)
C (2.46, -0.31, 4.04)
O (2.87, -1.30, 3.09)
C (3.46, -0.70, 1.98)
H (-3.10, -3.80, 2.00)
H (-2.78, -5.25, 2.96)
H (-1.78, -4.90, 1.61)
H (-2.37, -3.59, 4.92)
H (-2.34, -2.06, 3.93)
H (-0.03, -3.12, 5.39)
H (-1.06, -1.65, 5.63)
H (0.50, -1.98, 3.22)
H (1.76, -1.88, 5.43)
H (1.04, -0.27, 5.61)
H (3.34, -0.08, 4.64)
H (2.06, 0.60, 3.61)
H (4.27, -0.03, 2.25)
H (2.77, 0.00, 1.51)
H (3.82, -1.33, 1.17)
C (4.30, -9.27, -0.37)
O (4.15, -7.91, -0.48)
C (4.02, -7.55, -1.81)
C (3.82, -5.99, -1.86)
N (5.03, -5.18, -1.70)
C (4.56, -3.78, -1.57)
C (5.69, -2.80, -1.65)
O (6.17, -2.82, -3.04)
C (7.18, -1.89, -3.24)
H (4.29, -9.62, 0.66)
H (5.27, -9.54, -0.78)
H (3.51, -9.79, -0.91)
H (3.05, -7.92, -2.13)
H (4.77, -7.90, -2.52)
H (3.04, -5.59, -1.22)
H (3.46, -5.86, -2.88)
H (5.65, -5.15, -2.50)
H (4.05, -3.53, -0.64)
H (3.82, -3.60, -2.35)
H (6.44, -3.04, -0.90)
H (5.29, -1.82, -1.39)
H (7.52, -1.70, -4.27)
H (8.12, -2.09, -2.72)
H (6.76, -0.91, -3.02)
C (1.47, 3.67, 3.37)
O (0.91, 4.92, 2.97)
C (0.16, 5.56, 4.07)
C (-0.45, 6.85, 3.45)
N (0.62, 7.79, 3.09)
C (0.22, 9.02, 2.43)
C (1.52, 9.84, 2.11)
O (2.19, 9.21, 1.05)
C (3.50, 9.64, 0.79)
H (0.70, 2.94, 3.61)
H (2.06, 3.75, 4.29)
H (2.19, 3.19, 2.71)
H (0.73, 5.64, 5.00)
H (-0.65, 4.86, 4.25)
H (-1.07, 7.44, 4.12)
H (-0.98, 6.55, 2.54)
H (1.34, 7.35, 2.52)
H (-0.38, 9.55, 3.16)
H (-0.36, 8.94, 1.51)
H (2.17, 9.96, 2.98)
H (1.18, 10.81, 1.74)
H (3.87, 8.95, 0.03)
H (4.06, 9.62, 1.72)
H (3.48, 10.67, 0.43)
O (4.32, -5.26, 3.15)
H (3.43, -5.56, 3.33)
H (4.74, -6.01, 2.73)
O (-6.56, 2.06, 1.74)
H (-7.27, 2.67, 1.54)
H (-6.14, 2.41, 2.52)
O (0.60, -7.33, 0.51)
H (0.39, -6.60, -0.07)
H (0.31, -8.11, 0.03)
O (-3.67, 2.18, -1.61)
H (-2.88, 2.72, -1.60)
H (-3.38, 1.33, -1.95)
O (-2.30, -3.62, -1.56)
H (-3.22, -3.76, -1.35)
H (-1.90, -3.35, -0.73)
O (-0.30, -5.43, -1.20)
H (-0.97, -4.75, -1.27)
H (0.08, -5.49, -2.08)
O (-6.80, -0.24, 0.25)
H (-6.53, 0.07, -0.62)
H (-6.42, 0.39, 0.86)
O (-0.99, 1.19, 4.56)
H (-0.73, 0.30, 4.32)
H (-1.28, 1.58, 3.73)

Its multiplicity is 2. The total energy is -3493.45339 Eh. As for the net charge: -1. The HOMO-LUMO gap (spin up / spin down) is 1.58 / 7.93 eV.

These are the Löwdin partial charges, in e, on atoms 1 to 8: number 1, C, carries -0.85; number 2, O, carries -0.01; number 3, N, carries 0.16; number 4, N, carries 0.13; number 5, H, carries 0.07; number 6, H, carries -0.02; number 7, H, carries 0.11; number 8, H, carries 0.01